The following is a quantum chemistry calculation of a single C6H9N molecule at a distorted geometry, from OMol25.

```
16
Properties=species:S:1:pos:R:3
C 0.465 -0.213 2.098
C 0.849 -1.040 1.157
C 1.342 -0.492 -0.216
N 0.332 -0.682 -1.280
C 0.135 0.351 -2.227
C -0.766 0.302 -1.263
C -1.938 0.690 -0.408
H 0.368 0.855 2.018
H 0.211 -0.478 3.086
H 1.292 -1.996 1.386
H 1.445 0.558 -0.099
H 2.257 -0.994 -0.447
H 0.549 0.708 -3.034
H -2.617 1.132 -1.104
H -1.605 1.480 0.356
H -2.317 -0.181 -0.024
```

The energy is -288.5837 Ha. As for the charge: 0. The calculation puts the HOMO energy at -7.33 eV. For the largest force on an atom, the calculation gives 6.6 eV/A. Its molar mass is 95.14 g/mol. For the relative energy (zero: lowest compared OMol25 entry of this formula, charge and spin), the calculation gives 124.43 kcal/mol. Its HOMO-LUMO gap is 8.4306 eV. For the LUMO energy, the calculation gives 1.10 eV.